Density functional theory data (ωB97M-V/def2-TZVPD) for an isolated ion of composition C9H10NO3S and charge -1 at a distorted geometry.

Structure (ORCA input):
```
! wB97M-V def2-TZVPD RIJCOSX def2/J DEFGRID3
* xyz -1 1
C 1.7596 2.7525 0.4872
C 1.8545 1.7603 -0.4843
C -0.1832 1.2465 0.2631
C -2.3946 1.6226 -0.7692
C -2.7904 -1.3407 -0.1727
C -1.3656 -0.9026 -0.5015
C -3.0902 -0.7061 1.2074
C -1.4367 0.5272 0.1724
C 3.0847 1.4577 -1.3602
N 0.7342 0.9916 -0.6009
O -2.4738 2.6850 -0.1680
O -3.0039 1.1366 -1.6999
O -1.9955 0.2232 1.4898
S 0.2061 2.4958 1.3599
H 2.4245 3.5098 0.8598
H -3.4370 -0.8134 -0.9603
H -2.9838 -2.3767 -0.1598
H -0.5432 -1.4207 0.1034
H -0.9943 -0.7195 -1.4970
H -3.9878 -0.1519 1.3253
H -3.1447 -1.3186 2.0705
H 3.7068 0.7449 -1.0050
H 2.9308 1.3060 -2.4186
H 3.5857 2.4763 -1.1572
*
```

Computed properties:
Structure (SMILES): Cc1csc([C@@]2(C(=O)[O-])CCCO2)n1
Highest occupied orbital energy (eV): -3.88
Gap between HOMO and LUMO (eV): 7.005
DFT total energy (eV): -27963.310
Energy above the lowest of the compared OMol25 structures with the same formula, charge and spin (eV): 0.0000

=====

Density functional theory data (ωB97M-V/def2-TZVPD) for an isolated ion of composition C9H10NO4 and charge +1 at a distorted geometry.

Structure (ORCA input):
```
! wB97M-V def2-TZVPD RIJCOSX def2/J DEFGRID3
* xyz 1 1
C 2.3163 2.0009 2.0276
C 3.1805 1.0480 1.4561
C 1.0010 2.1155 1.5955
C 2.7171 0.0407 0.5843
C 0.5866 1.1999 0.6438
C 1.4045 0.2596 0.0719
C -1.8355 -0.8920 -0.9609
C -1.0139 0.3097 -0.7536
C -2.9313 -2.8254 -0.0566
N -0.6307 0.9576 -1.9286
O -1.8395 -1.1772 -2.2228
O -0.7240 0.7543 0.4205
O 0.9653 -0.4532 -0.8660
O -2.2087 -1.5464 0.0298
H 2.6062 2.5654 2.8940
H 4.1563 0.9463 1.9357
H 0.2173 2.6854 1.8962
H 3.5075 -0.6864 0.2113
H -3.2402 -2.9291 1.0001
H -2.2207 -3.7479 -0.2602
H -3.8262 -2.8474 -0.6603
H 0.3647 0.9587 -2.0842
H -1.1697 1.7612 -2.2507
H -1.3829 -0.4982 -2.7232
*
```

Computed properties:
Highest occupied orbital energy (alpha / beta) (eV): -12.26 / -11.77
Gap between HOMO and LUMO (alpha / beta) (eV): 7.066 / 5.913
DFT total energy (eV): -19164.307
Energy above the lowest of the compared OMol25 structures with the same formula, charge and spin (eV): 2.5818

=====

Density functional theory data (ωB97M-V/def2-TZVPD) for a 2-piece molecular cluster, C9H10NP overall at a distorted geometry.

Structure (ORCA input):
```
! wB97M-V def2-TZVPD RIJCOSX def2/J DEFGRID3
* xyz 0 1
C 1.1645 -1.7807 0.4638
C -2.9089 -0.1285 -0.1953
C -2.0292 -0.4423 -1.1509
C -2.5962 0.5441 0.9597
C -0.6334 -0.0978 -0.9467
C -1.2874 0.9168 1.2048
C -0.3094 0.7171 0.1613
C 2.1006 1.2691 -1.1954
C 1.9470 -1.7133 1.5564
N 0.3956 -1.8744 -0.4178
P 1.3897 1.2603 0.4764
H -3.9005 -0.4209 -0.4705
H -2.3895 -0.8515 -2.0963
H -3.3993 0.8820 1.7189
H 0.0157 0.1507 -1.8681
H -1.0239 1.5166 2.0616
H 2.2271 0.2297 -1.4463
H 2.9862 1.8548 -1.1497
H 1.3751 1.6716 -1.8449
H 1.8098 -1.8818 2.6266
H 2.9268 -1.4748 1.1303
*
```

Computed properties:
Highest occupied orbital energy (alpha / beta) (eV): -7.63 / -7.97
Gap between HOMO and LUMO (alpha / beta) (eV): 6.355 / 6.970
DFT total energy (eV): -20269.517
Energy above the lowest of the compared OMol25 structures with the same formula, charge and spin (eV): 2.7798

=====

Density functional theory data (ωB97M-V/def2-TZVPD) for a 2-piece molecular cluster, C9H10NS overall at a distorted geometry.

Structure (ORCA input):
```
! wB97M-V def2-TZVPD RIJCOSX def2/J DEFGRID3
* xyz 1 1
C -3.1356 -2.1022 0.2345
C -3.0695 -0.9661 1.0196
C -2.2016 -2.2451 -0.8057
C -1.9655 -0.1206 0.9962
C -1.0200 -1.4502 -0.7983
C -0.8455 -0.4248 0.1279
C 2.4546 -0.1239 -1.1780
C -0.0726 1.6009 0.9686
C 0.9218 2.6633 1.2767
N 0.1312 0.4820 0.2725
S -1.6346 1.3801 1.7754
H -3.9658 -2.6876 0.2460
H -3.8086 -0.6552 1.7192
H -2.1007 -3.0225 -1.4532
H 2.0015 0.0858 -0.2241
H -0.2124 -1.6700 -1.4393
H 2.9018 -1.0539 -1.5597
H 2.4256 0.6678 -2.0412
H 1.3299 3.0030 0.3715
H 0.5396 3.5147 2.0336
H 1.8755 2.1607 1.7246
*
```

Computed properties:
Highest occupied orbital energy (alpha / beta) (eV): -12.18 / -12.18
Gap between HOMO and LUMO (alpha / beta) (eV): 4.353 / 4.357
DFT total energy (eV): -21808.907
Energy above the lowest of the compared OMol25 structures with the same formula, charge and spin (eV): 5.0658

=====

Density functional theory data (ωB97M-V/def2-TZVPD) for C9H10O3S2 as an isolated structure at a distorted geometry.

Structure (ORCA input):
```
! wB97M-V def2-TZVPD RIJCOSX def2/J DEFGRID3
* xyz 0 1
C 1.2454 2.6178 -1.8440
C 0.1871 2.6534 -0.9648
C 1.9924 1.4980 -1.9926
C -0.1790 1.5171 -0.2469
C 1.7390 0.3568 -1.2395
C 0.6647 0.4314 -0.3766
C -1.1076 -1.6933 1.0263
C -2.0228 -0.6517 1.6271
C -1.4475 -1.8211 2.4737
O -0.8240 -1.1880 -1.4647
O 1.2122 -0.8931 1.8744
O 1.2132 -2.1961 -0.2145
S 0.0482 -2.3804 -1.7675
S 0.5580 -1.1066 0.6171
H 1.7541 3.4929 -2.1963
H -0.5328 3.4457 -0.9477
H 2.9941 1.6031 -2.5641
H -0.8821 1.6968 0.5010
H 2.2275 -0.5654 -1.3465
H -1.5861 -2.2978 0.1948
H -3.0837 -0.5818 1.3397
H -1.5324 0.3536 1.6134
H -2.0396 -2.6654 2.7460
H -0.5984 -1.6257 3.1523
*
```

Computed properties:
Highest occupied orbital energy (eV): -7.41
Gap between HOMO and LUMO (eV): 7.359
DFT total energy (eV): -37302.602
Energy above the lowest of the compared OMol25 structures with the same formula, charge and spin (eV): 3.3744

=====

Density functional theory data (ωB97M-V/def2-TZVPD) for C9H10O4 in the gas phase at a distorted geometry.

Structure (ORCA input):
```
! wB97M-V def2-TZVPD RIJCOSX def2/J DEFGRID3
* xyz 0 1
C -1.5575 -1.6208 -0.4833
C -1.7999 -0.9548 0.6275
C -0.9885 1.2992 0.3438
C 1.6541 0.1596 -0.3293
C -0.2533 -1.3680 -1.2689
C 0.2958 2.1845 0.2086
C 1.0763 1.4657 -0.9007
C -0.7469 0.0036 1.0397
C 0.6529 -0.9995 -0.1614
O -1.9708 1.5487 -0.2692
O 2.7330 0.0435 0.1911
O -0.2448 -0.0405 2.2808
O 1.0317 -1.9649 0.6827
H -2.2845 -2.3875 -1.0058
H -2.6490 -0.8767 1.3452
H 0.0988 -2.2883 -1.8326
H -0.4162 -0.4389 -1.9823
H -0.0058 3.2350 -0.0959
H 0.7449 2.2104 1.1549
H 1.9244 2.1408 -1.1550
H 0.4336 1.2674 -1.7366
H 0.3801 -0.7601 2.3367
H 1.8916 -1.8583 1.0100
*
```

Computed properties:
Highest occupied orbital energy (eV): -8.69
Gap between HOMO and LUMO (eV): 8.769
DFT total energy (eV): -17682.141
Energy above the lowest of the compared OMol25 structures with the same formula, charge and spin (eV): 3.5717

=====

Density functional theory data (ωB97M-V/def2-TZVPD) for C9H10O4 as an isolated structure at a distorted geometry.

Structure (ORCA input):
```
! wB97M-V def2-TZVPD RIJCOSX def2/J DEFGRID3
* xyz 0 1
C 2.6708 -2.3818 0.1028
C 0.5782 -1.3458 0.0587
C -0.8098 -1.7310 -0.0099
C -1.7668 -0.5778 -0.0624
C -3.2039 -0.9124 -0.0321
C -1.2448 0.7244 -0.1274
C -0.1031 0.9970 -0.0327
C -0.3536 3.2866 0.1709
C 0.8986 0.0164 -0.1059
H 3.0921 -1.7995 -1.0464
H 3.0230 -3.6809 -0.1459
H 3.3427 -1.9187 0.7945
H -1.4264 -2.4969 0.0159
H -4.0202 -0.2838 -0.2434
H -2.1248 1.5744 -0.1199
H -0.5904 3.7332 -0.5625
H -1.0218 2.8239 1.0491
H 0.3556 4.3903 0.8061
H 2.3154 1.6071 -0.2895
O 1.2872 -2.5511 0.0448
O -3.6894 -2.0367 0.0193
O 0.4721 2.2136 -0.2268
O 2.3193 0.3494 -0.0574
*
```

Computed properties:
Highest occupied orbital energy (eV): -8.69
Gap between HOMO and LUMO (eV): 8.526
DFT total energy (eV): -17674.329
Energy above the lowest of the compared OMol25 structures with the same formula, charge and spin (eV): 11.3837

=====

Density functional theory data (ωB97M-V/def2-TZVPD) for C9H10O4 as an isolated structure at a distorted geometry.

Structure (ORCA input):
```
! wB97M-V def2-TZVPD RIJCOSX def2/J DEFGRID3
* xyz 0 1
C 3.6280 -0.8523 0.1772
C 1.1445 -1.1309 0.0016
C -0.1201 -1.8607 -0.0726
C -1.3857 -1.2807 -0.2671
C -2.7633 -2.0827 -0.2801
C -1.3358 0.0192 -0.2240
C -0.3092 0.8004 -0.0972
C -1.8157 2.7391 0.2349
C 0.9313 0.3190 -0.1372
H 4.5719 -1.4486 1.1900
H 3.0657 0.1866 0.9453
H 3.9133 -0.4182 -0.9880
H -0.0714 -3.0206 -0.2931
H -2.6469 -3.2530 -0.2734
H -2.2171 0.4602 -0.5373
H -2.1963 2.2349 1.1933
H -2.4247 2.5584 -0.6388
H -1.7209 3.7692 0.4529
H 1.6686 2.0308 0.0073
O 2.3260 -1.6925 -0.0647
O -3.8151 -1.4844 0.2780
O -0.4143 2.2324 -0.3092
O 1.9871 1.1744 -0.2980
*
```

Computed properties:
Highest occupied orbital energy (eV): -8.30
Gap between HOMO and LUMO (eV): 8.139
DFT total energy (eV): -17676.669
Energy above the lowest of the compared OMol25 structures with the same formula, charge and spin (eV): 9.0440

=====

Density functional theory data (ωB97M-V/def2-TZVPD) for C9H10S in the gas phase at a distorted geometry.

Structure (ORCA input):
```
! wB97M-V def2-TZVPD RIJCOSX def2/J DEFGRID3
* xyz 0 1
C -2.3613 -0.9944 0.1527
C -2.8865 0.2586 0.0982
C -1.0019 -1.2711 -0.0286
C -2.1060 1.3680 -0.0305
C -0.2303 -0.1362 -0.1247
C -0.7271 1.1359 -0.0598
C 1.2625 0.1927 -0.2044
C 1.8122 -0.1234 1.1150
C 2.2979 -0.0911 -1.2667
S 0.7321 2.1338 -0.1792
H -2.9155 -1.8660 0.3647
H -4.0131 0.4104 0.2088
H -0.6589 -2.2200 -0.1504
H -2.4545 2.4690 0.1722
H 1.2324 0.3406 1.9936
H 2.8980 0.0831 1.1865
H 1.5182 -1.1840 1.2785
H 3.2022 -0.1318 -0.6939
H 2.2688 0.7674 -2.0229
H 2.1309 -1.1415 -1.8090
*
```

Computed properties:
Structure (SMILES): CC1(C)Sc2ccccc21
Highest occupied orbital energy (eV): -8.03
Gap between HOMO and LUMO (eV): 8.877
DFT total energy (eV): -20328.511
Energy above the lowest of the compared OMol25 structures with the same formula, charge and spin (eV): 0.0000

=====

Density functional theory data (ωB97M-V/def2-TZVPD) for C9H11ClN2O3W as an isolated structure at a distorted geometry.

Structure (ORCA input):
```
! wB97M-V def2-TZVPD RIJCOSX def2/J DEFGRID3
* xyz 2 3
Cl -1.7229 3.2551 -1.9155
C -0.6404 -1.4381 -1.0033
C 0.7902 -1.6237 -0.8430
C 1.4768 -0.7860 -1.7818
H 1.2277 -2.4209 -0.2473
C 0.4485 -0.1118 -2.6080
C -0.8742 -0.4835 -2.0578
H -1.8581 -0.1714 -2.4017
H -1.3817 -2.0947 -0.5590
H 2.5600 -0.7650 -1.9021
C 0.6981 1.0897 -3.4316
W 0.2684 0.6707 -0.5920
C 1.8213 1.2541 0.4868
O 2.6183 1.4831 1.3456
C -1.3079 1.6959 0.1101
O -2.1174 2.0919 0.8498
H 1.6508 1.5663 -3.1123
H -0.1268 1.8249 -3.2578
H 0.7371 0.7503 -4.4820
N -0.2448 0.4463 3.3670
C -0.4883 -0.8252 2.9249
N -0.8589 -1.7831 3.8591
O -0.3780 -1.0927 1.7283
H -0.3323 0.6747 4.3748
H 0.0327 1.1036 2.6623
H -1.0462 -2.7280 3.6164
H -0.9521 -1.5826 4.8701
*
```

Computed properties:
Highest occupied orbital energy (alpha / beta) (eV): -16.92 / -16.92
Expectation value of S²: 2.106
Gap between HOMO and LUMO (alpha / beta) (eV): 6.612 / 5.597
DFT total energy (eV): -32960.724
Energy above the lowest of the compared OMol25 structures with the same formula, charge and spin (eV): 3.9721